{"formula": "C3H6N2", "method": "the ωB97M-V functional and the def2-TZVPD basis", "elements": ["N", "C", "H", "N", "C", "C", "H", "H", "H", "H", "H"], "coordinates": [[0.80310, 0.17880, -0.54065], [-1.63024, -0.58517, -0.12477], [1.30228, -1.35381, 0.81311], [1.63810, -0.70636, 0.11739], [-0.56708, 0.21002, -0.17143], [0.17969, 1.39452, 0.06045], [0.00735, 2.31340, -0.46553], [-2.47412, -0.28408, 0.29348], [2.00405, -1.22207, -0.68584], [0.49430, 1.56804, 1.17317], [-1.75743, -1.51328, -0.46940]], "lowdin_charge": [-0.1346, 0.0873, 0.0748, 0.0135, -0.3047, -0.0735, 0.0912, 0.0049, 0.0847, 0.1412, 0.0152], "e_above_lowest_kcal_mol": 95.81, "total_charge": 0, "gap_ev": 9.9063, "smiles": "C=C1CN1N", "largest_force_ha_per_bohr": 0.0876}


{"formula": "C18H26N4O6S", "method": "the ωB97M-V functional and the def2-TZVPD basis", "elements": ["O", "O", "H", "H", "C", "H", "C", "C", "H", "H", "H", "H", "H", "H", "H", "N", "H", "H", "H", "C", "O", "H", "C", "H", "H", "C", "C", "C", "N", "H", "C", "C", "H", "N", "C", "H", "C", "H", "S", "C", "C", "H", "N", "H", "C", "H", "H", "H", "O", "C", "H", "C", "O", "C", "O"], "coordinates": [[-3.97521, 0.73355, 1.29275], [2.07907, -0.87926, 3.98473], [-0.77881, 1.54433, -2.45020], [-3.87907, -1.86212, -0.58758], [1.73267, 3.08962, 0.13183], [1.08431, -1.49362, -3.58369], [-1.79084, 0.44834, 2.04316], [-2.79637, -1.19043, -2.34701], [-1.02818, -4.29555, -0.60720], [1.96876, 0.79535, -3.56784], [2.90438, -2.05442, 2.49610], [4.32760, 0.32036, 2.12762], [-4.33448, -0.26358, -1.12249], [0.25799, 2.88450, -2.52387], [2.65190, -0.08772, -2.24588], [-0.71606, -2.36567, -1.41474], [-0.19867, -0.41830, -3.11580], [-0.73153, 2.16987, 0.19785], [1.77171, 0.94273, 4.80423], [-0.50599, 2.84294, -0.62805], [3.38602, 1.53734, -0.73800], [-2.33497, -0.26736, -2.69376], [-1.77949, 1.24248, 3.19317], [-1.37270, -2.44557, -3.41922], [2.54512, 3.80938, 0.22650], [3.27817, 0.04333, 2.23111], [3.14900, -1.18976, 3.11454], [2.22332, 1.94166, -0.79781], [-0.64761, 1.29469, 3.87201], [-2.36814, -3.29943, -2.27894], [0.28486, 0.54784, 3.33199], [-0.02664, 2.06490, -1.86056], [-3.58027, -1.38538, -3.07994], [-2.52983, -0.38651, -0.02434], [-0.95533, -3.26115, -0.26924], [-1.58304, -0.72627, -0.08754], [-1.79794, -2.37791, -2.41585], [-2.62606, 1.81980, 3.53958], [-0.21718, -0.29933, 1.90168], [-3.47642, -0.92943, -0.98933], [0.74305, -0.83737, -2.78502], [-0.16209, -3.22628, 0.48079], [1.29003, 1.41360, -1.65579], [1.58379, 2.64909, 1.11799], [-2.86826, 0.23859, 1.10862], [-1.44191, 3.36312, -0.83500], [2.84952, -0.11015, 1.24012], [4.06640, -1.36482, 3.67740], [0.52964, 3.74478, -0.29709], [1.68286, 0.44534, 3.83371], [-1.88721, -3.01132, 0.23851], [0.43445, -1.64557, -1.51046], [1.26750, -1.64793, -0.60576], [1.71726, 0.35703, -2.60085], [2.58091, 1.03763, 2.95285]], "lowdin_charge": [0.0659, -0.0526, 0.1073, 0.1207, -0.0596, 0.1283, -0.3894, -0.1432, 0.0931, 0.1267, 0.1257, 0.1337, 0.1261, 0.1260, 0.1187, -0.1021, 0.0722, 0.0966, 0.1679, -0.1750, 0.0420, 0.0885, -0.1471, 0.1189, 0.1373, -0.1522, -0.1391, -0.3952, 0.0749, 0.1209, -0.4446, -0.0938, 0.1142, 0.0599, -0.0318, 0.0610, -0.1438, 0.1276, 1.1681, -0.1526, -0.0653, 0.0826, -0.0177, 0.1157, -0.5483, 0.1344, 0.0976, 0.1236, -0.1179, -0.3878, 0.0823, -0.4432, 0.0144, -0.1186, -0.0524], "e_above_lowest_kcal_mol": 24.09, "total_charge": 0, "gap_ev": 9.2720, "smiles": "CN(CCCNC(=O)c1cnc(C2OCCO2)s1)C(=O)CCN1CCOCC1=O", "largest_force_ha_per_bohr": 0.0527}